Computed, not measured: a cluster of 2 separate species, C6H18O3P in total in a non-equilibrium geometry, with ωB97M-V with the def2-TZVPD basis set.

```
28
Properties=species:S:1:pos:R:3
C -0.70 1.29 2.42
C -1.80 1.10 1.24
P -3.54 1.16 2.07
H -0.15 0.29 2.55
H -1.17 1.57 3.45
H -0.02 2.17 2.12
H -1.64 1.91 0.43
H -1.73 0.08 0.69
H -3.19 2.43 2.71
H -4.03 1.85 0.90
H -3.91 -0.10 1.43
H -2.97 0.37 3.17
H -4.82 1.15 2.74
C 4.05 -1.42 -2.71
C 2.87 -2.36 -2.65
O 2.08 -2.13 -1.48
C 1.31 -1.01 -1.51
O 1.23 -0.23 -2.43
O 0.66 -0.92 -0.33
C -0.11 0.28 -0.18
H 4.65 -1.48 -1.80
H 4.69 -1.66 -3.57
H 3.73 -0.38 -2.81
H 3.24 -3.39 -2.57
H 2.25 -2.31 -3.55
H -0.82 0.40 -1.01
H 0.56 1.14 -0.12
H -0.71 0.21 0.79
```

Properties
- Spin multiplicity: 1
- Kohn-Sham gap: 5.760 eV
- Energy relative to the best compared isomer or geometry (same formula, charge and spin): 45.0 kcal per mole
- Charge: -1
- LUMO energy: 2.856 eV

Atom charges from the Mulliken analysis, given in e for atoms 1 to 4: C -1.11; C -0.60; P -0.35; H 0.28



Computed, not measured: a cluster of 3 separate species, C6H18O6 in total in a non-equilibrium geometry, with ωB97M-V with the def2-TZVPD basis set.

```
30
Properties=species:S:1:pos:R:3
O 1.68 -0.06 -3.07
C 2.00 -0.70 -1.81
C 1.39 -2.15 -1.76
O 2.17 -3.03 -2.51
H 2.48 -0.14 -3.60
H 3.09 -0.74 -1.74
H 1.66 -0.07 -1.00
H 0.40 -2.16 -2.21
H 1.25 -2.50 -0.74
H 1.71 -3.16 -3.33
O 0.73 2.11 -1.87
C -0.66 2.11 -2.21
C -1.38 1.42 -0.94
O -2.17 2.26 -0.17
H 1.12 1.39 -2.36
H -1.04 3.13 -2.29
H -0.93 1.58 -3.12
H -0.68 0.79 -0.39
H -1.91 0.57 -1.36
H -1.54 2.77 0.34
O 0.41 0.41 3.07
C -0.94 -0.09 2.84
C -1.31 -0.87 4.12
O -2.11 0.02 4.92
H 1.10 -0.06 2.59
H -1.69 0.61 2.48
H -0.88 -0.85 2.06
H -0.49 -1.37 4.65
H -1.98 -1.72 4.01
H -1.45 0.51 5.41
```

Properties
- Structure (SMILES): OCCO.OCCO.OCCO
- Spin multiplicity: 1
- Kohn-Sham gap: 9.796 eV
- Energy relative to the best compared isomer or geometry (same formula, charge and spin): 75.3 kcal per mole
- LUMO energy: 0.391 eV

Atom charges from the Mulliken analysis, given in e for atoms 1 to 4: O -0.59; C -0.23; C -0.51; O -0.55



Computed, not measured: a structure of composition C6H19AgBrN5O3 in a non-equilibrium geometry, with ωB97M-V with the def2-TZVPD basis set.

```
35
Properties=species:S:1:pos:R:3
Ag -2.36 2.25 4.66
Br -1.59 0.20 2.97
C -1.66 2.41 -0.80
C -1.88 1.01 -1.48
C -0.55 0.45 -1.94
O -0.80 -0.69 -2.76
C 0.30 -1.00 -3.59
N -2.48 0.16 -0.43
H -0.72 2.84 -1.14
H -1.61 2.31 0.28
H -2.45 3.10 -1.10
H -2.56 1.09 -2.32
H 0.09 0.19 -1.09
H -0.01 1.20 -2.53
H 0.21 -2.05 -3.88
H 1.24 -0.94 -3.02
H 0.37 -0.24 -4.37
H -1.80 0.10 0.33
H -2.64 -0.73 -0.90
C 0.72 -3.31 2.63
O 1.22 -4.42 2.45
N 0.25 -2.87 3.84
N 0.57 -2.42 1.61
H 0.15 -3.60 4.53
H -0.17 -1.97 3.92
H 0.11 -1.54 1.76
H 0.69 -2.88 0.72
C 2.01 1.93 0.27
O 1.76 3.12 0.44
N 1.67 0.96 1.17
N 2.77 1.50 -0.77
H 1.07 1.08 1.96
H 1.99 0.03 0.93
H 3.11 0.57 -0.86
H 2.99 2.15 -1.50
```

Properties
- Spin multiplicity: 1
- Kohn-Sham gap: 6.261 eV
- Energy relative to the best compared isomer or geometry (same formula, charge and spin): 45.7 kcal per mole
- LUMO energy: -2.566 eV

Atom charges from the Mulliken analysis, given in e for atoms 1 to 4: Ag 0.50; Br -0.51; C -1.13; C 0.32



Computed, not measured: a structure of composition C6H19Br2MnNO4 in a non-equilibrium geometry, with ωB97M-V with the def2-TZVPD basis set.

```
33
Properties=species:S:1:pos:R:3
Mn -0.52 16.27 -7.84
Br -2.24 16.58 -9.59
Br -1.38 18.23 -6.21
C 3.58 16.34 -6.39
C 2.15 16.88 -6.69
C 2.18 17.50 -8.07
O 0.84 17.82 -8.65
C 0.95 18.76 -9.78
N 1.30 15.70 -6.64
H 4.36 17.10 -6.34
H 3.99 15.62 -7.09
H 3.70 15.82 -5.44
H 1.81 17.49 -5.86
H 2.74 16.89 -8.78
H 2.68 18.45 -7.88
H 1.67 18.38 -10.49
H 1.27 19.75 -9.44
H 0.06 18.98 -10.37
H 1.57 15.30 -5.75
H 1.82 15.10 -7.27
O -1.26 14.89 -6.60
H -2.09 14.44 -6.77
H -1.06 14.69 -5.69
C 0.52 13.58 -9.27
C 1.87 12.91 -9.23
O 2.64 13.35 -8.15
O 0.65 15.01 -9.17
H -0.23 13.10 -8.64
H 0.10 13.46 -10.27
H 2.49 13.32 -10.02
H 1.80 11.82 -9.31
H 3.42 12.79 -8.13
H 1.19 15.24 -9.93
```

Properties
- <S²>: 12.009
- Spin multiplicity: 7
- Kohn-Sham gap (spin up / spin down): 9.210 / 5.050 eV
- Energy relative to the best compared isomer or geometry (same formula, charge and spin): 0.0 kcal per mole
- Charge: +1
- LUMO energy (spin up / spin down): -2.728 / -7.119 eV

Atom charges from the Mulliken analysis, given in e for atoms 1 to 4: Mn 0.62; Br -0.44; Br -0.10; C -1.49



Computed, not measured: a structure of composition C6H19BrCoN5O3 in a non-equilibrium geometry, with ωB97M-V with the def2-TZVPD basis set.

```
35
Properties=species:S:1:pos:R:3
Co 4.27 -2.03 0.86
Br 1.74 -1.92 0.73
C -1.97 -2.31 2.34
C -2.52 -2.26 0.89
C -2.73 -0.78 0.62
O -3.15 -0.60 -0.74
C -3.38 0.71 -1.18
N -1.48 -2.81 -0.02
H -1.59 -1.34 2.66
H -1.17 -3.06 2.39
H -2.70 -2.61 3.09
H -3.41 -2.88 0.82
H -1.82 -0.19 0.79
H -3.50 -0.42 1.31
H -3.44 0.79 -2.26
H -2.62 1.43 -0.86
H -4.33 1.04 -0.76
H -0.60 -2.44 0.35
H -1.62 -2.21 -0.84
C 4.00 1.09 1.12
O 4.35 -0.06 1.50
N 2.71 1.44 1.18
N 4.83 2.05 0.72
H 2.08 0.70 1.45
H 2.43 2.38 0.96
H 5.82 1.87 0.65
H 4.43 2.77 0.14
C 1.20 1.61 -2.12
O 2.37 1.81 -1.83
N 0.46 0.63 -1.47
N 0.41 2.25 -3.01
H 0.99 -0.06 -0.97
H -0.53 0.62 -1.55
H 0.88 2.94 -3.59
H -0.44 1.85 -3.35
```

Properties
- <S²>: 3.756
- Spin multiplicity: 4
- Kohn-Sham gap (spin up / spin down): 5.535 / 5.264 eV
- Energy relative to the best compared isomer or geometry (same formula, charge and spin): 0.0 kcal per mole
- Charge: +1
- LUMO energy (spin up / spin down): -6.183 / -6.446 eV

Atom charges from the Mulliken analysis, given in e for atoms 1 to 4: Co 0.88; Br -0.22; C -1.33; C 0.58



Computed, not measured: a structure of composition C6H19EuN2O2P in a non-equilibrium geometry, with ωB97M-V with the def2-TZVPD basis set.

```
31
Properties=species:S:1:pos:R:3
Eu 0.00 0.00 0.00
H 1.12 3.22 0.16
H 1.11 3.15 -0.60
P -0.27 -0.23 -2.32
C 1.04 -1.17 -3.23
H 0.76 -1.33 -4.29
H 1.99 -0.61 -3.17
H 1.18 -2.14 -2.73
C -1.81 -1.10 -2.83
H -2.68 -0.53 -2.45
H -1.88 -1.19 -3.93
H -1.82 -2.10 -2.37
C -0.36 1.34 -3.30
H 0.60 1.88 -3.22
H -0.59 1.14 -4.36
H -1.16 1.98 -2.87
C 1.83 -0.53 0.03
O 2.97 -0.82 0.05
H -1.64 0.58 -0.02
H -0.39 -1.54 0.14
C -1.28 -0.43 4.15
N 0.00 0.22 4.33
C 0.82 0.59 3.30
N 2.03 1.14 3.55
O 0.50 0.37 2.14
H -1.54 -0.58 3.08
H -2.08 0.18 4.62
H -1.25 -1.43 4.64
H 0.31 0.39 5.30
H 2.67 1.38 2.78
H 2.35 1.30 4.52
```

Properties
- <S²>: 15.798
- Spin multiplicity: 8
- Kohn-Sham gap (spin up / spin down): 6.500 / 6.686 eV
- LUMO energy (spin up / spin down): 0.308 / 0.308 eV

Atom charges from the Mulliken analysis, given in e for atoms 1 to 4: Eu 0.30; H 0.08; H -0.08; P 0.47



Computed, not measured: a structure of composition C6H19IN2Tc in a non-equilibrium geometry, with ωB97M-V with the def2-TZVPD basis set.

```
29
Properties=species:S:1:pos:R:3
C 0.48 -1.28 -2.78
C 0.62 0.23 -2.98
H 1.47 -1.74 -2.87
H -0.15 -1.71 -3.57
H 0.05 -1.66 -1.82
H 0.71 0.87 -2.05
H 1.59 0.41 -3.47
H -0.15 0.63 -3.64
Tc -0.28 -0.07 -0.61
C -1.72 1.23 -1.42
H -1.27 2.19 -1.73
H -2.55 1.50 -0.74
H -2.22 0.85 -2.33
I -2.36 -1.55 -0.21
N 0.67 -1.34 1.00
C 0.07 -1.27 2.37
C 0.34 0.07 3.04
C 0.84 1.16 2.11
N -0.16 1.37 0.97
H 1.68 -1.18 1.10
H 0.63 -2.32 0.70
H -1.01 -1.47 2.27
H 0.49 -2.10 2.96
H -0.58 0.40 3.53
H 1.08 -0.07 3.84
H 0.94 2.11 2.65
H 1.81 0.93 1.66
H 0.04 2.30 0.61
H -1.08 1.50 1.41
```

Properties
- <S²>: 3.797
- Spin multiplicity: 4
- Kohn-Sham gap (spin up / spin down): 7.103 / 7.310 eV
- Energy relative to the best compared isomer or geometry (same formula, charge and spin): 0.0 kcal per mole
- Charge: +2
- LUMO energy (spin up / spin down): -9.882 / -9.669 eV

Atom charges from the Mulliken analysis, given in e for atoms 1 to 4: C -0.38; C -0.97; H 0.37; H 0.33



Computed, not measured: a cluster of 2 separate species, C6H19N3OSi in total in a non-equilibrium geometry, with ωB97M-V with the def2-TZVPD basis set.

```
30
Properties=species:S:1:pos:R:3
C 1.93 1.03 -1.83
C 2.71 -1.28 -2.50
C -1.41 -2.67 1.65
C -2.46 0.91 -0.63
C -0.80 2.37 2.45
C 1.68 -0.52 -1.71
N -1.08 -1.37 2.12
N -1.29 -0.02 -0.35
N -0.04 1.24 2.09
O 1.72 -0.89 -0.38
Si -0.46 -0.12 1.15
H 1.09 1.63 -1.50
H 2.79 1.38 -1.25
H 2.16 1.26 -2.81
H 2.73 -0.94 -3.52
H 2.53 -2.42 -2.63
H 3.77 -1.10 -2.10
H -0.49 -3.24 1.60
H -2.25 -3.19 2.14
H -1.75 -2.42 0.71
H -1.95 1.89 -0.70
H -2.70 0.69 -1.67
H -3.28 0.85 -0.07
H -0.39 2.93 3.16
H -0.86 3.11 1.62
H -1.77 1.96 2.72
H 0.67 -0.74 -2.10
H -1.13 -1.23 3.13
H -0.72 -0.29 -1.12
H 1.04 1.20 2.33
```

Properties
- Spin multiplicity: 1
- Kohn-Sham gap: 8.013 eV
- Energy relative to the best compared isomer or geometry (same formula, charge and spin): 38.4 kcal per mole
- LUMO energy: 0.435 eV

Atom charges from the Mulliken analysis, given in e for atoms 1 to 4: C -1.20; C -1.43; C -0.82; C -0.97